Below is a molecular structure, C65H74Cl3N4O5P3SSbZr, with properties calculated with the ωB97M-V functional and the def2-TZVPD basis.

net charge	+3
HOMO energy	-13.8	eV
Kohn-Sham gap	0.2161	Ha

Structure (XYZ):
```
157
C65H74Cl3N4O5P3SSbZr | the OMol25 dataset | the ωB97M-V functional and the def2-TZVPD basis
Zr -1.12 -0.14 0.25
C 3.51 3.08 -7.46
S 2.79 2.16 -6.09
C 1.75 3.45 -5.36
C 1.30 3.04 -3.96
C 0.47 1.77 -3.99
N 0.03 1.30 -2.65
P 1.05 0.62 -1.49
C 2.26 -0.45 -2.32
C 3.10 0.07 -3.31
C 4.02 -0.74 -3.95
C 4.13 -2.08 -3.61
C 3.31 -2.61 -2.62
C 2.38 -1.80 -1.99
C 2.02 1.93 -0.68
C 1.32 2.72 0.23
C 1.94 3.77 0.89
C 3.29 4.02 0.66
C 4.01 3.20 -0.20
C 3.38 2.17 -0.87
P -1.51 1.68 -2.02
C -1.68 3.47 -2.31
C -1.04 4.41 -1.50
C -1.02 5.75 -1.85
C -1.63 6.17 -3.02
C -2.26 5.25 -3.84
C -2.28 3.91 -3.49
C -2.75 0.96 -3.13
C -2.38 0.03 -4.09
C -3.32 -0.55 -4.91
C -4.66 -0.20 -4.78
C -5.04 0.75 -3.84
C -4.09 1.33 -3.02
H 4.12 2.39 -8.03
H 4.13 3.90 -7.11
H 2.72 3.46 -8.12
H 0.88 3.65 -5.99
H 2.33 4.38 -5.30
H 0.71 3.85 -3.52
H 2.17 2.91 -3.32
H 1.02 0.95 -4.46
H -0.43 1.90 -4.60
H 3.06 1.12 -3.60
H 4.65 -0.31 -4.72
H 4.85 -2.71 -4.11
H 3.38 -3.65 -2.35
H 1.72 -2.23 -1.24
H 0.27 2.53 0.43
H 1.38 4.40 1.58
H 3.78 4.84 1.17
H 5.06 3.38 -0.36
H 3.97 1.54 -1.52
H -0.53 4.11 -0.60
H -0.51 6.46 -1.21
H -1.61 7.22 -3.30
H -2.73 5.57 -4.76
H -2.77 3.21 -4.16
H -1.34 -0.21 -4.23
H -3.01 -1.26 -5.67
H -5.40 -0.65 -5.43
H -6.07 1.04 -3.75
H -4.41 2.08 -2.30
N -2.91 -5.94 -4.66
C -2.12 -4.87 -4.90
O -1.68 -4.59 -5.99
C -1.80 -3.97 -3.73
C -0.81 -3.02 -3.92
C -0.53 -2.12 -2.91
N -1.14 -2.10 -1.72
C -2.10 -3.01 -1.55
C -2.46 -3.95 -2.50
H -3.12 -6.55 -5.43
H -3.20 -6.21 -3.74
H -0.29 -2.97 -4.87
H 0.21 -1.36 -3.10
H -2.64 -2.98 -0.62
H -3.28 -4.62 -2.27
Cl -6.85 -0.41 0.28
C -5.31 -1.14 -0.06
Cl -4.83 -2.18 1.35
Cl -5.38 -2.13 -1.52
C -4.19 -0.08 -0.21
O -4.41 1.10 -0.14
O -3.02 -0.62 -0.39
O -1.38 -2.25 1.02
C -1.63 -1.90 2.20
O -1.66 -0.67 2.47
C -1.79 -2.97 3.26
N -1.91 -4.31 2.60
C -2.55 -5.19 3.64
C -3.61 -4.29 4.23
C -2.98 -2.88 4.23
H -0.84 -3.02 3.79
H -0.99 -4.62 2.26
H -2.52 -4.23 1.77
H -1.76 -5.43 4.35
H -2.90 -6.10 3.16
H -3.90 -4.62 5.22
H -4.51 -4.31 3.61
H -2.62 -2.61 5.22
H -3.69 -2.12 3.92
C 4.53 0.76 4.20
C 4.62 0.24 2.79
C 5.90 0.13 2.25
C 6.14 -0.38 0.99
C 5.08 -0.81 0.21
C 3.81 -0.69 0.72
C 3.55 -0.16 1.98
Sb 1.47 -0.29 2.39
C 1.20 0.90 4.13
C 1.91 2.10 4.04
C 1.80 3.08 5.01
C 0.98 2.85 6.11
C 0.29 1.66 6.21
C 0.38 0.67 5.23
C -0.43 -0.57 5.43
C 1.50 -2.39 2.88
C 1.28 -3.24 1.79
C 1.31 -4.62 1.91
C 1.57 -5.19 3.15
C 1.86 -4.36 4.22
C 1.87 -2.97 4.10
C 2.34 -2.20 5.30
H 5.40 0.41 4.76
H 3.64 0.44 4.74
H 4.55 1.85 4.22
H 6.74 0.43 2.87
H 7.16 -0.44 0.62
H 5.24 -1.23 -0.77
H 2.98 -1.03 0.12
H 2.57 2.28 3.20
H 2.36 4.00 4.93
H 0.89 3.60 6.89
H -0.34 1.49 7.08
H -0.17 -1.06 6.37
H -0.27 -1.29 4.63
H -1.50 -0.34 5.47
H 1.07 -2.82 0.81
H 1.17 -5.25 1.03
H 1.61 -6.26 3.27
H 2.13 -4.80 5.17
H 1.81 -2.51 6.20
H 2.22 -1.12 5.20
H 3.40 -2.39 5.46
C -1.28 2.83 2.98
P -2.34 2.06 1.73
C -3.74 1.47 2.74
C -3.02 3.52 0.89
H -1.83 3.68 3.38
H -0.34 3.18 2.57
H -1.07 2.14 3.79
H -3.94 2.25 3.48
H -3.48 0.55 3.27
H -4.63 1.32 2.14
H -3.79 3.93 1.55
H -3.47 3.29 -0.07
H -2.25 4.27 0.77
```

Results of the Mulliken charge analysis, in e, for atoms 1 through 99:
1 Zr -1.31
2 C -1.00
3 S 0.18
4 C -1.40
5 C 0.10
6 C -1.08
7 N 1.10
8 P -0.55
9 C 1.33
10 C -1.02
11 C -1.24
12 C -1.29
13 C -0.70
14 C 0.30
15 C 1.59
16 C -0.07
17 C -0.65
18 C -0.83
19 C -0.94
20 C 0.08
21 P 1.47
22 C 1.26
23 C 0.17
24 C -1.13
25 C -0.84
26 C -0.92
27 C -0.91
28 C 0.77
29 C -0.98
30 C -0.55
31 C -1.06
32 C -0.75
33 C -0.80
34 H 0.40
35 H 0.30
36 H 0.33
37 H 0.48
38 H 0.62
39 H -0.03
40 H 0.09
41 H 0.81
42 H 0.90
43 H 0.69
44 H 0.56
45 H 0.46
46 H 0.54
47 H -0.29
48 H -0.72
49 H 0.60
50 H 0.50
51 H 0.52
52 H 0.52
53 H 0.05
54 H 0.55
55 H 0.46
56 H 0.51
57 H 0.47
58 H 0.35
59 H 0.59
60 H 0.44
61 H 0.53
62 H 0.56
63 N -0.31
64 C 0.36
65 O -0.59
66 C 0.72
67 C -0.86
68 C -1.16
69 N 1.10
70 C -0.76
71 C -1.97
72 H 0.26
73 H 0.15
74 H 0.70
75 H 0.74
76 H 0.34
77 H 0.34
78 Cl -0.07
79 C 1.00
80 Cl -0.08
81 Cl -0.03
82 C -1.73
83 O -0.46
84 O 1.96
85 O 0.23
86 C 0.79
87 O 0.31
88 C -0.02
89 N 0.00
90 C -0.44
91 C -0.87
92 C -0.50
93 H -0.26
94 H 0.03
95 H 0.39
96 H 0.40
97 H 0.48
98 H 0.43
99 H 0.27